# C4H5N3

An isolated molecule of C4H5N3 at a distorted geometry (ωB97M-V/def2-TZVPD, the OMol25 dataset).

Structure (XYZ):
```
12
Properties=species:S:1:pos:R:3:mulliken_charge:R:1
C 0.9398 0.1133 -0.4601 -0.764
C -1.1878 -1.2043 -0.3009 -0.303
N 0.1908 1.1131 0.1545 -0.172
H 0.6541 1.7315 0.8091 0.260
N 2.7897 -0.9929 0.9500 -0.473
H -0.3745 -1.1103 -1.0242 0.327
H -1.7247 1.9057 0.5225 0.392
N -1.7700 -0.1374 0.1595 -0.372
C -1.1623 1.0226 0.2366 -0.067
H -1.3922 -2.1445 0.2098 0.300
C 1.9946 -0.4642 0.2851 0.503
H 1.0425 0.1672 -1.5419 0.369
```

Summary:
* HOMO energy (alpha / beta): -8.09 / -8.09 eV
* strongest force on any atom: 1.03 eV/A
* frontier orbital gap (alpha / beta): 7.69 / 7.69 eV
* ΔE to the lowest compared entry with this formula, charge and spin: 90.0 kcal/mol
* molecular weight: 95.10 g/mol